Entry 1:
Entry from the Open Molecules 2025 dataset: 2 unconnected molecules or ions with the total composition C6H10O (ωB97M-V/def2-TZVPD).

```
17
Properties=species:S:1:pos:R:3:forces:R:3:nbo_charge:R:1
C 2.802479 -0.396847 1.334073 -0.1685 -0.2533 -0.1058 0.277
O 2.395495 -1.527888 1.398476 0.3679 0.4794 0.0608 -0.492
C 0.013237 -0.908187 -0.605914 0.0665 0.0399 0.1215 -0.194
C -0.968203 -0.937257 0.290268 0.0136 0.0331 -0.1055 -0.191
C -1.828558 0.304717 0.229201 -0.0408 0.0265 0.0318 -0.439
C -1.328314 1.033335 -1.043971 -0.0087 -0.0044 0.0046 -0.397
C 0.030884 0.381962 -1.395056 -0.0678 -0.0778 -0.0725 -0.440
H 3.880414 -0.154481 1.218654 -0.1595 -0.1406 0.0669 0.107
H 2.114380 0.472050 1.360876 0.0277 -0.1258 0.0380 0.109
H 0.877074 1.011243 -1.085870 -0.0701 -0.0681 0.0018 0.195
H 0.777839 -1.673385 -0.714124 -0.1849 0.1177 0.0155 0.218
H -1.130534 -1.733772 1.015502 0.0430 0.1652 -0.2059 0.213
H -2.896958 0.064464 0.171140 0.1486 0.0514 0.0265 0.209
H -1.697417 0.918219 1.131782 0.0040 -0.0980 -0.1076 0.202
H -2.036630 0.864487 -1.862636 0.1202 0.0365 0.1260 0.204
H -1.243829 2.115828 -0.900107 -0.0518 -0.1960 -0.0400 0.207
H 0.152532 0.220734 -2.472546 -0.0394 0.0144 0.1437 0.210
```
Forces are in eV/Å.

Summary:
E_tot = -8430.1306 eV
Relative energy (zero: lowest compared OMol25 entry of this formula, charge and spin) = 107.1 kJ/mol
Orbital gap = 9.791 eV
Max |F| = 0.6 eV/A
Net charge = 0
Structure (SMILES) = C1=CCCC1.C=O
LUMO = 0.82 eV



Entry 2:
Entry from the Open Molecules 2025 dataset: C4H7N3 in the gas phase in a non-equilibrium geometry (ωB97M-V/def2-TZVPD).

```
14
Properties=species:S:1:pos:R:3:forces:R:3:nbo_charge:R:1
C 1.245943 -0.952622 -0.650460 -0.1714 0.0367 -0.1065 -0.648
C 0.029768 0.864662 1.717905 0.0721 -0.0745 -0.0898 -0.635
N -0.997145 -0.320607 -1.596955 -1.1120 1.1474 1.2451 -0.468
C -0.087203 -0.280056 -0.631584 -0.5059 0.7361 0.9195 0.190
C -0.600335 0.512108 0.417100 0.6443 -0.8381 -1.0561 -0.009
N -2.234865 0.564417 -1.055953 1.6136 -1.8281 -2.1663 -0.016
N -1.822033 0.927517 0.037775 -0.2039 0.6372 1.1898 -0.174
H -0.874337 -0.823045 -2.463427 -0.4507 0.1915 -0.0383 0.405
H 2.042326 -0.216080 -0.544705 0.0143 0.0115 -0.0400 0.235
H 1.331512 -1.645006 0.186807 -0.0117 -0.0423 -0.0124 0.235
H 1.392751 -1.500128 -1.577612 0.1045 -0.0642 -0.0217 0.220
H -0.645548 1.494119 2.291586 -0.0028 0.0132 0.0230 0.239
H 0.252750 -0.030191 2.302188 0.0015 0.0313 0.0775 0.213
H 0.966417 1.404912 1.567334 0.0082 0.0423 0.0762 0.213
```
Forces are in eV/Å.

Summary:
E_tot = -8730.4082 eV
Relative energy (zero: lowest compared OMol25 entry of this formula, charge and spin) = 122.6 kJ/mol
Orbital gap = 9.352 eV
Max |F| = 3.3 eV/A
Net charge = 0
Structure (SMILES) = Cc1nn[nH]c1C
LUMO = 0.82 eV



Entry 3:
Entry from the Open Molecules 2025 dataset: a molecular structure, C31H42BN10O2S4Ti (ωB97M-V/def2-TZVPD).

```
91
Properties=species:S:1:pos:R:3:forces:R:3:lowdin_charge:R:1
Ti 1.053270 -0.009432 -0.723867 0.5115 -0.0479 -0.0698 0.455
C 0.042640 -1.520840 -4.856129 -0.0024 -0.0031 -0.0219 -0.064
C 0.854651 -2.367822 -3.911296 0.0114 0.0523 0.0310 -0.287
C 0.233381 -3.204423 -2.985409 -0.0259 0.0147 -0.0053 -0.084
C 0.977249 -4.027634 -2.150353 0.0276 0.0135 0.0339 -0.127
C 2.362169 -4.014793 -2.214010 0.0036 -0.0150 -0.0118 -0.094
C 2.993597 -3.175729 -3.120588 -0.0005 0.0211 -0.0275 -0.101
C 2.247673 -2.359923 -3.959267 0.0778 -0.0105 0.0006 -0.065
H -0.029788 -0.484608 -4.516787 0.0110 0.0014 -0.0019 0.033
H -0.973825 -1.904966 -4.945038 -0.0016 0.0027 -0.0098 0.076
H 0.492606 -1.498683 -5.848614 -0.0018 -0.0092 0.0147 0.085
H -0.849572 -3.232317 -2.939471 -0.0044 0.0014 0.0053 0.104
H 0.470355 -4.681880 -1.452378 -0.0017 -0.0080 -0.0021 0.099
H 2.945935 -4.661016 -1.571474 -0.0029 0.0000 0.0076 0.106
H 4.074817 -3.162437 -3.181990 0.0012 -0.0043 -0.0117 0.106
H 2.754393 -1.718397 -4.670974 -0.0301 -0.0375 -0.0331 0.094
C -3.970116 0.999886 -3.501388 -0.0029 -0.0070 0.0004 -0.030
C -4.408224 -0.012731 -2.445625 -0.0263 -0.0400 0.0166 -0.538
C -4.033577 -1.444424 -2.824190 0.0031 -0.0107 -0.0320 -0.034
C -5.924327 0.069444 -2.287014 0.0102 0.0024 -0.0104 -0.049
N -3.764842 0.331206 -1.127929 0.0617 -0.0203 -0.0017 0.022
C -4.465026 0.692164 0.012841 0.0208 0.0497 0.0055 -0.015
C -3.569054 0.925548 0.987746 -0.0413 -0.0395 0.0165 -0.021
N -2.310605 0.716561 0.458574 0.0163 -0.0420 -0.1085 0.082
B -0.978546 0.719770 1.181493 0.0028 0.0315 -0.0136 -0.679
N -0.805726 -0.370335 2.233159 0.0080 0.0293 0.0267 0.056
C -1.055002 -0.253349 3.584871 -0.0053 0.0270 0.0002 -0.013
C -0.622984 -1.381585 4.171246 -0.0426 0.0161 0.0249 -0.022
N -0.098094 -2.201334 3.182111 -0.0085 -0.0581 0.0073 0.027
C -0.198810 -1.551517 2.004254 -0.0155 -0.0285 -0.1433 -0.588
S 0.316661 -2.075823 0.435491 0.0532 0.0903 0.1492 0.752
C 0.566455 -3.502231 3.553900 0.0372 0.0140 0.0046 -0.534
C 0.824823 -4.404449 2.353751 -0.0065 -0.0183 -0.0045 -0.081
C 1.889202 -3.145815 4.229333 0.0004 -0.0090 0.0031 -0.014
C -0.366613 -4.242975 4.513431 0.0101 0.0047 0.0028 -0.029
N -0.447567 2.059222 1.679659 0.0207 0.0354 0.0618 0.070
C -1.051405 3.259897 1.972441 0.0413 0.0359 -0.0027 -0.005
C -0.067887 4.148416 2.227959 -0.1088 0.0168 0.0975 -0.010
N 1.143258 3.495991 2.086036 0.0311 -0.0410 -0.1715 0.035
C 0.892754 2.219842 1.736448 -0.0385 -0.0090 0.0077 -0.556
S 2.013260 0.936033 1.381291 0.0450 0.0297 0.0801 0.809
C 2.486987 4.173289 2.137850 0.0293 0.0573 0.0682 -0.531
C 2.281503 5.618696 2.589660 0.0337 -0.0367 -0.0426 -0.046
C 3.093598 4.153742 0.737637 -0.0381 -0.0355 -0.0417 -0.022
C 3.369183 3.464920 3.161948 0.0106 0.0342 0.0554 -0.033
C -2.442433 0.342753 -0.838500 0.0270 0.0308 0.0695 -0.540
S -1.168960 -0.034989 -1.947704 -0.0778 -0.0061 -0.0009 0.796
H -4.505326 0.790083 -4.427397 0.0074 0.0030 -0.0051 0.097
H -2.904298 0.945937 -3.706395 0.0208 -0.0009 0.0080 0.045
H -4.218917 2.014522 -3.187268 -0.0032 0.0006 0.0054 0.097
H -4.532720 -1.701096 -3.758477 -0.0102 -0.0007 -0.0007 0.099
H -4.365756 -2.143828 -2.055732 -0.0033 0.0003 0.0100 0.098
H -2.962065 -1.561801 -2.967649 -0.0426 -0.0136 -0.0083 0.025
H -6.371446 -0.198445 -3.242757 0.0048 0.0062 -0.0040 0.099
H -6.258772 1.077767 -2.040570 -0.0009 0.0015 0.0030 0.093
H -6.299818 -0.634077 -1.543426 0.0057 -0.0024 0.0143 0.093
H -5.534476 0.751694 0.039513 -0.0163 0.0071 -0.0060 0.120
H -3.724325 1.201553 2.015976 0.0002 0.0022 0.0019 0.131
H -0.221002 0.511660 0.298201 -0.3375 -0.1025 0.0232 -0.036
H -1.502089 0.625420 4.015320 0.0026 0.0028 0.0032 0.133
H -0.638825 -1.665883 5.205008 -0.0015 -0.0139 0.0071 0.125
H 1.582646 -4.003875 1.687046 0.0012 -0.0180 0.0146 0.051
H -0.084627 -4.594899 1.784061 -0.0021 0.0040 -0.0035 0.083
H 1.183889 -5.357105 2.743175 -0.0041 -0.0046 0.0052 0.097
H 2.530309 -2.591413 3.542880 0.0015 0.0001 -0.0070 0.095
H 2.405122 -4.060071 4.522033 0.0036 -0.0021 -0.0009 0.098
H 1.734571 -2.542859 5.124899 -0.0091 0.0043 -0.0007 0.087
H -1.336074 -4.425439 4.048854 -0.0047 0.0007 -0.0037 0.100
H -0.520722 -3.715611 5.452925 0.0056 0.0047 0.0107 0.076
H 0.081194 -5.205405 4.756449 -0.0008 -0.0009 -0.0015 0.096
H -2.118438 3.391736 1.957006 -0.0060 0.0042 0.0050 0.126
H -0.133910 5.182285 2.503899 -0.0154 -0.0041 -0.0230 0.121
H 1.726964 6.208815 1.859060 -0.0154 -0.0401 -0.0070 0.092
H 3.263357 6.076776 2.693380 0.0087 -0.0041 0.0058 0.098
H 1.783586 5.675046 3.558446 0.0287 0.0134 0.0234 0.093
H 2.439390 4.667338 0.031505 0.0042 0.0006 -0.0158 0.091
H 3.262644 3.138853 0.382016 0.0200 0.0193 -0.0121 0.041
H 4.051805 4.672581 0.754476 0.0025 0.0105 0.0242 0.102
H 2.900106 3.481283 4.147226 0.0055 -0.0170 0.0044 0.096
H 4.313808 4.004219 3.228296 0.0128 -0.0152 0.0134 0.097
H 3.591849 2.435939 2.890293 -0.0417 0.0051 -0.0420 0.044
O 1.093933 1.896067 -1.198852 0.0013 0.0886 0.0541 -0.235
N 1.422342 1.306837 -2.311688 0.0400 0.1230 -0.1218 -0.133
C 1.838003 1.996285 -3.310915 -0.0169 -0.0176 0.0571 -0.247
C 2.266401 1.321045 -4.497062 -0.0291 -0.0774 -0.0338 -0.134
N 2.611581 0.790251 -5.453760 0.0191 0.0048 -0.0057 0.225
C 1.914060 3.425507 -3.228755 -0.0053 0.0491 0.0241 -0.124
N 1.966376 4.568398 -3.144658 -0.0078 0.0111 0.0130 0.218
O 4.404890 1.313599 -1.457910 -0.0490 -0.0183 0.0283 -0.484
S 4.217016 -0.120549 -1.332248 0.3420 0.0624 -0.1009 0.820
N 2.870333 -0.630066 -0.969561 -0.5391 -0.1517 0.0214 -0.501
```
Forces are in eV/Å.

Summary:
E_tot = -118956.2202 eV
Relative energy (zero: lowest compared OMol25 entry of this formula, charge and spin) = 56.6 kJ/mol
Orbital gap = 7.062 eV
Max |F| = 0.6 eV/A
Net charge = +1
LUMO = -3.74 eV